75
Properties=species:S:1:pos:R:3:forces:R:3 method="wB97M-V/def2-TZVPD" e_tot_ha=-3200.7598 gap_ev="5.9 / 5.2" homo_ev="-6.85 / -6.74" e_lumo_ev="-1.0 / -1.6"
C 0.883897 -0.809247 4.968766 0.949 -0.198 -0.305
C 0.868052 -1.811719 3.958773 0.507 0.787 -0.004
C 2.097442 -1.708871 3.225859 -0.208 0.666 0.040
H 0.103692 -2.569656 3.836035 0.102 0.010 -0.030
C 2.865121 -0.636115 3.794898 -1.052 0.150 0.107
C 2.097990 -0.069766 4.865048 -0.208 -1.339 -0.600
H 2.428566 0.700479 5.551896 -0.067 0.000 -0.153
H 0.148127 -0.684824 5.757211 0.134 -0.008 -0.329
H 2.446693 -2.396349 2.463727 -0.015 -0.012 0.071
H 3.879912 -0.357260 3.529948 -0.120 -0.078 -0.035
Ca 0.557897 0.421374 2.003748 -0.331 0.057 3.785
Si 1.602878 -0.882001 -1.621636 1.656 -2.778 -3.576
C 0.385424 -1.551881 -2.928591 0.610 0.136 -0.026
C 0.094030 -0.675505 -3.981989 -0.447 -0.150 -0.345
H 0.561109 0.313967 -4.018518 -0.186 -0.269 0.042
C -0.741353 -1.073453 -5.031843 0.271 0.114 0.311
H -0.971305 -0.351766 -5.822193 0.025 -0.435 0.174
C -1.247735 -2.371748 -5.029452 -0.201 0.065 -0.110
H -1.911569 -2.680428 -5.839577 0.215 -0.032 0.252
C -0.930578 -3.255813 -3.997179 0.024 -0.188 0.073
H -1.324102 -4.275479 -4.010468 0.105 0.329 -0.057
C -0.105919 -2.854234 -2.942274 -0.167 0.086 -0.278
H 0.201861 -3.557084 -2.159706 -0.293 0.212 -0.259
C 2.901313 -0.276053 -2.844616 0.847 -0.177 0.287
C 3.192572 -1.137306 -3.927802 -0.252 0.456 -0.476
H 2.957873 -2.203652 -3.857735 -0.241 0.397 -0.115
C 3.709546 -0.628016 -5.123263 0.191 0.267 0.498
H 3.831853 -1.281569 -5.997079 0.017 0.345 0.443
C 4.058489 0.735928 -5.182455 0.121 0.026 0.322
H 4.424629 1.159228 -6.127808 -0.186 -0.146 0.505
C 4.018958 1.524365 -4.015604 0.068 -0.419 -0.193
H 4.379903 2.557505 -4.029347 -0.061 -0.415 -0.058
C 3.487418 0.990724 -2.826120 -0.185 0.101 -0.832
H 3.496634 1.566186 -1.900636 -0.220 0.081 -0.435
H 2.132885 -2.100007 -0.934369 -0.381 0.018 0.057
Si -2.089167 0.950721 -2.549413 0.411 -1.162 0.307
C -0.592193 1.159708 -1.466260 1.552 0.401 0.469
C 0.044517 0.050487 -0.789011 -2.055 0.508 0.570
H -0.574576 -0.811180 -0.526362 0.195 0.147 -0.030
C 1.378012 0.234865 -0.217665 1.698 0.977 1.642
H 1.831083 -0.502237 0.477645 -0.385 0.145 -0.157
C 1.867369 1.588533 -0.029124 -0.372 0.846 -0.507
H 2.800952 1.703876 0.531641 -0.302 0.232 -0.236
C 1.159473 2.629867 -0.580038 1.789 -0.021 1.080
H 1.535502 3.651405 -0.467165 -0.148 -0.362 0.043
C 0.015866 2.410709 -1.363782 -1.511 -1.020 -1.061
H -0.426774 3.245048 -1.907563 0.078 -0.095 0.228
C -3.009702 -0.534136 -1.948057 -1.186 -0.987 -0.205
C -2.958527 -0.898664 -0.589430 0.655 -0.063 -0.005
H -2.674138 -0.151552 0.163055 0.143 -0.479 -0.405
C -3.175427 -2.217986 -0.195858 -0.351 -0.079 -0.093
H -2.947082 -2.521533 0.826126 -0.231 0.137 -0.147
C -3.669729 -3.149399 -1.112264 0.071 0.529 -0.294
H -3.813172 -4.188356 -0.826262 -0.011 0.172 -0.067
C -4.009136 -2.707339 -2.396284 -0.062 0.066 0.057
H -4.460055 -3.403698 -3.096956 -0.051 0.098 0.067
C -3.707837 -1.405522 -2.814177 0.681 -0.170 0.462
H -3.962369 -1.059856 -3.818326 0.239 -0.349 0.128
H -2.853428 2.041444 -2.173483 -1.182 2.157 0.107
Cl -1.771371 1.261143 1.700957 -0.378 0.370 -0.144
O 1.109859 2.430556 3.619077 -0.023 0.741 0.165
C 0.288139 3.237866 4.508096 0.544 -0.032 -0.469
C -0.963588 2.519194 4.918786 -1.036 -0.503 0.477
C -2.002443 3.233903 5.553124 0.506 -0.431 -0.299
C -3.171323 2.550501 5.883575 0.320 -0.067 -0.031
C -3.265083 1.189384 5.574581 0.435 -0.257 -0.230
C -2.169749 0.559032 4.970443 -0.427 0.672 0.352
N -1.047204 1.214795 4.685002 -0.030 0.458 -0.519
H 2.009566 2.805650 3.634518 -0.594 -0.359 0.076
H 0.857292 3.498667 5.415663 -0.015 -0.079 -0.321
H 0.010981 4.160764 3.979565 0.056 -0.109 0.202
H -1.829541 4.288672 5.768129 -0.365 -0.186 -0.012
H -3.991333 3.068032 6.381070 0.184 -0.133 -0.155
H -4.150930 0.594903 5.785013 0.075 0.285 0.020
H -2.204938 -0.498221 4.685767 0.063 0.345 0.185

83
Properties=species:S:1:pos:R:3:forces:R:3 method="wB97M-V/def2-TZVPD" e_tot_ha=-2659.1674 gap_ev=7.0 homo_ev=-7.46 e_lumo_ev=-0.4
Cd 0.359073 -0.874910 -0.345642 -0.067 0.042 -0.115
O 6.817969 -0.895071 2.831847 0.043 -0.048 -0.072
C 6.443731 0.039926 2.106049 -0.112 0.116 0.203
O 6.972832 1.116687 1.789587 0.043 -0.035 -0.079
C 5.021397 -0.159924 1.511096 0.048 -0.034 -0.058
C 4.452314 0.792537 0.683934 -0.013 0.005 -0.002
C 3.194611 0.565522 0.150843 -0.001 -0.016 0.018
N 2.511445 -0.552986 0.406467 -0.010 0.035 -0.012
C 3.044467 -1.474281 1.214427 -0.020 0.003 0.012
C 4.298188 -1.310495 1.777592 -0.012 0.001 0.003
C 2.236702 -2.703699 1.445973 -0.005 0.017 -0.010
C 2.592784 -3.628482 2.423498 0.000 -0.007 0.008
C 1.843247 -4.778614 2.570330 0.011 0.005 0.004
C 0.757592 -4.988925 1.734122 -0.017 -0.007 -0.004
C 0.453608 -4.015772 0.803020 0.047 0.029 0.008
N 1.167220 -2.895312 0.665778 -0.040 -0.054 0.017
C 2.570156 1.540692 -0.780990 -0.017 -0.035 0.018
C 2.930813 2.884500 -0.751606 -0.005 0.016 -0.009
C 2.396554 3.743396 -1.692467 0.010 0.005 0.014
C 1.519330 3.240723 -2.640539 -0.059 0.001 0.002
C 1.183716 1.902267 -2.568377 -0.045 0.008 0.027
N 1.680043 1.063463 -1.658170 -0.010 0.010 -0.024
H 5.039154 1.673678 0.463310 0.003 -0.003 -0.002
H 4.774069 -2.046046 2.410560 0.005 0.007 -0.004
H 3.439794 -3.441113 3.065016 -0.004 -0.004 0.001
H 2.106288 -5.504430 3.328441 0.001 -0.001 0.000
H 0.153576 -5.882644 1.802538 -0.003 0.003 -0.004
H -0.377482 -4.131812 0.120153 -0.014 -0.040 0.021
H 3.612092 3.242516 0.006039 -0.004 0.001 0.000
H 2.661191 4.792691 -1.685962 0.001 -0.002 0.000
H 1.082353 3.870871 -3.402295 -0.001 0.001 -0.002
H 0.477464 1.483125 -3.277918 -0.054 -0.013 0.003
N 0.700852 -1.654882 -2.659471 0.021 0.048 0.118
C 0.447179 -2.944715 -3.337671 -0.066 0.020 -0.023
C -1.032575 -3.297051 -3.292937 0.025 0.015 0.029
N -1.435250 -3.411376 -1.905952 -0.009 -0.019 -0.072
C -2.825108 -3.157762 -1.578255 0.031 0.031 0.037
C -2.899996 -2.838877 -0.087026 -0.043 0.064 -0.034
N -1.976899 -1.744035 0.250039 0.025 -0.055 0.081
H 1.697308 -1.460133 -2.630227 0.002 0.012 -0.024
H 0.290718 -0.893779 -3.193326 -0.024 -0.008 0.002
H 0.786182 -2.912906 -4.375902 0.015 -0.037 0.003
H 1.016172 -3.715031 -2.815897 0.007 0.016 0.020
H -1.603666 -2.525965 -3.837653 -0.012 0.015 0.022
H -1.194294 -4.239250 -3.821815 0.005 0.003 -0.021
H -0.914393 -2.710132 -1.398139 0.014 -0.065 0.031
H -3.244975 -2.312910 -2.150326 0.022 -0.058 0.021
H -3.439308 -4.033419 -1.799748 -0.022 0.004 0.014
H -3.932663 -2.596917 0.180211 -0.008 -0.026 0.005
H -2.611944 -3.721371 0.485086 0.021 -0.001 0.004
H -2.334902 -0.844452 -0.059474 0.029 -0.013 -0.043
H -1.815231 -1.674190 1.250986 -0.003 -0.025 0.004
O 1.003733 1.743673 2.328244 0.008 0.008 0.012
S -0.155708 0.915334 2.114313 -0.056 -0.004 -0.032
O -0.042056 -0.497048 2.441685 0.015 -0.003 0.018
N -0.696255 0.909883 0.610780 0.217 -0.072 0.020
C -1.039946 2.070603 -0.059198 -0.148 0.039 0.041
C -0.833971 3.364104 0.373528 0.058 -0.041 -0.018
C -1.293724 4.467196 -0.372572 -0.007 0.017 -0.014
C -1.951985 4.307738 -1.556619 0.006 0.010 0.023
C -2.172260 3.000212 -2.048429 0.074 -0.016 -0.037
C -2.814328 2.752479 -3.280675 -0.019 -0.010 -0.015
C -2.982370 1.469364 -3.716016 0.004 0.016 0.017
C -2.502953 0.423722 -2.904689 0.013 0.024 -0.048
N -1.897987 0.606886 -1.756290 0.050 0.038 -0.088
C -1.721998 1.881216 -1.310878 0.029 0.031 -0.022
C -1.465078 1.599233 3.096268 0.012 0.002 -0.001
C -2.774032 1.190797 2.878859 -0.002 -0.001 0.003
C -3.787819 1.714504 3.663076 -0.002 -0.002 -0.006
C -3.488799 2.636915 4.658791 0.002 0.002 0.002
C -2.178266 3.038142 4.869155 0.000 -0.003 0.001
C -1.157027 2.521512 4.083066 -0.004 0.005 -0.003
H -0.290928 3.541877 1.290283 0.008 -0.014 0.028
H -1.111106 5.462210 0.013720 0.000 0.000 -0.001
H -2.306710 5.157575 -2.125922 0.004 -0.001 -0.001
H -3.166417 3.591867 -3.868917 0.002 0.000 0.001
H -3.472070 1.246142 -4.653866 0.001 -0.002 0.000
H -2.630469 -0.606288 -3.225945 0.013 0.045 -0.015
H -2.992266 0.478037 2.093737 -0.003 0.001 -0.003
H -4.811998 1.406600 3.497957 -0.001 0.000 0.001
H -4.282912 3.045034 5.270395 0.000 0.001 0.001
H -1.947613 3.756956 5.644165 0.000 0.001 0.000
H -0.128183 2.824605 4.222838 -0.001 0.000 -0.002

For the records above, the corresponding F_max values read 0.094 0.005 hartree/bohr.
For the records above, the corresponding ΔE to the lowest compared entry with this formula, charge and spin values read 522.69 4.12 kJ/mol.